{"formula": "C36H31FeI3N4O6Si", "method": "wB97M-V/def2-TZVPD", "orbital_gap_ev": 4.47, "charge": -2, "e_lumo_ev": 3.4, "elements": ["Fe", "C", "Si", "C", "C", "N", "C", "C", "C", "C", "C", "C", "O", "C", "C", "C", "C", "C", "C", "H", "H", "H", "H", "H", "H", "H", "H", "H", "H", "H", "H", "H", "H", "H", "H", "H", "H", "I", "C", "C", "C", "I", "C", "C", "C", "C", "N", "C", "C", "O", "H", "H", "H", "H", "I", "C", "C", "C", "C", "C", "C", "C", "O", "O", "H", "H", "H", "H", "C", "N", "C", "C", "C", "O", "N", "C", "O", "H", "H", "H", "H", "H"], "xyz": [[-0.380691, -0.418257, -0.102707], [-2.610022, 1.524793, 2.410899], [-1.823600, -0.210289, 2.462243], [-1.750601, -0.417429, 4.388988], [-2.788571, -1.798679, 2.099303], [-0.280563, -0.218909, 1.718415], [0.935363, 0.171723, 2.151183], [1.254615, 0.574712, 3.468882], [2.536634, 0.949851, 3.839356], [3.567812, 0.949526, 2.914135], [3.292020, 0.563777, 1.602093], [2.018990, 0.183095, 1.231488], [1.697065, -0.231423, -0.064348], [2.697288, -0.197520, -0.997075], [2.806065, 0.893121, -1.847162], [3.753420, 0.871683, -2.857270], [4.589527, -0.227649, -3.018284], [4.478262, -1.307844, -2.149621], [3.536225, -1.295833, -1.134727], [-3.672796, 1.492718, 2.665678], [-2.510514, 1.974904, 1.425161], [-2.113985, 2.175894, 3.138412], [-2.746756, -0.712904, 4.738950], [-1.491012, 0.506348, 4.915161], [-1.048961, -1.195546, 4.705872], [-3.797712, -1.740985, 2.520906], [-2.277630, -2.645801, 2.568951], [-2.878620, -1.999879, 1.035703], [0.458353, 0.584660, 4.198459], [2.730616, 1.246390, 4.865710], [4.572773, 1.242623, 3.194462], [4.085372, 0.558170, 0.865426], [2.122427, 1.721381, -1.713580], [3.832958, 1.712657, -3.535355], [5.321716, -0.242878, -3.816713], [5.131485, -2.164824, -2.266725], [3.416726, -2.114001, -0.434203], [-5.410686, 0.449924, -0.065565], [-4.017483, 0.270620, -1.622934], [-4.473553, 0.316172, -2.935010], [-3.583520, 0.098742, -3.957768], [-4.347565, 0.215988, -5.931067], [-2.232262, -0.225729, -3.729859], [-1.289041, -0.553641, -4.714673], [-0.032942, -0.952931, -4.320203], [0.295263, -0.976647, -2.971729], [-0.540245, -0.600765, -2.018082], [-1.795158, -0.248600, -2.377994], [-2.677729, 0.032679, -1.286460], [-2.233538, 0.017695, -0.082066], [-5.515047, 0.505371, -3.149760], [-1.555111, -0.515146, -5.761798], [0.703754, -1.255595, -5.053294], [1.260946, -1.327305, -2.640714], [-0.020582, 8.213523, 1.897367], [-0.103511, 6.336903, 0.899662], [-0.354896, 6.317015, -0.462904], [-0.494316, 5.090901, -1.092750], [-0.382625, 3.900916, -0.378842], [-0.121703, 3.952353, 0.987290], [0.001148, 5.169881, 1.638383], [-0.509771, 2.572788, -1.098613], [-1.000989, 2.572012, -2.233443], [-0.042643, 1.596380, -0.439502], [-0.431590, 7.239297, -1.023897], [-0.698150, 5.030022, -2.154219], [-0.016902, 3.020957, 1.531117], [0.189494, 5.211329, 2.702992], [1.814461, -5.195250, 1.620543], [0.784899, -4.602623, 0.797389], [-0.137749, -5.356017, 0.143746], [-1.100410, -4.773179, -0.578261], [-1.179310, -3.314437, -0.637882], [-2.140139, -2.792413, -1.198868], [-0.164691, -2.574280, -0.051301], [0.800620, -3.186832, 0.672987], [1.736737, -2.630303, 1.243404], [1.700958, -6.279392, 1.609379], [1.738362, -4.827099, 2.644405], [2.804388, -4.924397, 1.250801], [-0.039328, -6.430765, 0.243278], [-1.851531, -5.345530, -1.101365]], "atomic_forces_ev_per_a": [[1.75, -0.62, -2.39], [-0.14, -0.32, -0.25], [0.18, 0.09, 1.38], [0.09, 0.01, -0.06], [-0.11, 0.33, -0.29], [0.24, 0.36, 2.04], [-0.31, -0.05, 0.21], [0.04, 0.06, -0.11], [0.04, -0.02, -0.05], [0.09, 0.06, 0.15], [-0.21, -0.12, -0.33], [0.45, 0.27, 0.55], [0.35, 0.02, 0.67], [0.09, -0.10, -0.37], [-0.14, 0.07, 0.16], [0.13, -0.06, -0.11], [-0.05, 0.02, 0.06], [0.11, 0.04, -0.11], [-0.14, -0.03, 0.20], [-0.04, 0.03, 0.01], [-0.05, 0.00, -0.05], [0.07, -0.14, 0.03], [-0.02, -0.01, -0.04], [0.01, -0.02, -0.01], [0.00, -0.02, -0.03], [0.01, 0.03, 0.03], [0.08, 0.12, 0.07], [-0.04, -0.04, -0.06], [0.06, 0.00, 0.00], [-0.02, 0.01, -0.01], [-0.02, 0.01, -0.02], [0.02, 0.00, 0.01], [-0.03, -0.03, 0.01], [-0.02, 0.01, 0.01], [0.00, 0.00, 0.00], [-0.01, -0.01, 0.00], [-0.03, 0.00, -0.01], [0.14, 0.04, -0.13], [-0.04, -0.02, 0.43], [0.43, -0.08, -0.28], [-0.61, 0.11, -0.44], [0.09, -0.03, 0.18], [0.06, 0.09, 0.49], [0.51, -0.18, 0.16], [-0.44, 0.11, -0.62], [-0.04, 0.01, 0.87], [-0.37, -0.06, -1.33], [0.00, -0.06, -0.80], [-0.76, 0.19, 0.70], [-0.98, -0.28, -1.02], [-0.02, 0.04, 0.05], [-0.04, -0.02, -0.01], [0.03, 0.02, 0.02], [0.09, 0.00, -0.05], [0.07, -0.32, -0.17], [-0.22, 0.25, 0.14], [0.10, 0.13, 0.04], [-0.04, -0.18, 0.02], [0.12, 0.45, 0.07], [-0.01, -0.15, -0.10], [0.09, 0.20, 0.09], [0.11, -0.56, 0.03], [0.01, 0.09, -0.01], [-0.26, 0.57, 0.21], [-0.03, 0.00, 0.02], [-0.02, -0.03, 0.00], [0.01, -0.02, -0.02], [-0.01, -0.04, 0.00], [0.04, 0.10, 0.00], [0.02, 0.02, -0.03], [-0.13, 0.03, -0.09], [0.05, -0.24, -0.05], [0.12, 0.11, 0.12], [0.05, 0.02, -0.02], [-0.68, -0.17, 0.14], [0.21, -0.02, 0.08], [-0.04, -0.03, -0.03], [-0.05, -0.01, -0.02], [0.04, -0.03, 0.00], [0.01, -0.03, 0.03], [0.00, -0.01, 0.04], [0.00, 0.01, 0.02]], "lowdin_charge": [0.51, -0.18, 0.44, -0.22, -0.17, -0.11, -0.28, -0.04, -0.14, -0.15, -0.03, -0.18, -0.07, -0.30, 0.02, -0.08, -0.11, -0.09, 0.00, 0.00, 0.01, 0.02, 0.01, 0.00, 0.02, 0.02, 0.03, 0.00, 0.06, 0.08, 0.07, 0.11, 0.13, 0.10, 0.09, 0.09, 0.12, 0.87, -0.60, -0.25, -0.65, 0.78, -0.21, -0.05, -0.05, -0.08, 0.08, -0.14, -0.40, -0.19, 0.06, 0.05, 0.10, 0.11, 0.73, -0.72, -0.17, -0.02, -0.11, 0.00, -0.15, -0.59, 0.03, -0.05, 0.08, 0.11, 0.11, 0.09, -0.05, -0.07, -0.10, -0.01, -0.49, 0.02, 0.16, -0.48, 0.03, 0.07, 0.09, 0.08, 0.11, 0.10]}